Below is a 2-piece molecular cluster, C6H7N overall in a non-equilibrium geometry, with properties calculated with ωB97M-V/def2-TZVPD.

XYZ file:
```
14
Properties=species:S:1:pos:R:3:forces:R:3
C -2.8159 0.3487 -1.2223 -1.26 0.04 0.48
C 0.7506 -1.0657 1.1445 -1.18 0.15 0.13
C 0.9092 0.2552 1.7796 -0.89 0.47 0.02
C -0.2370 0.9569 1.2468 0.65 0.53 0.45
C 0.3194 0.0798 0.2930 0.10 0.45 0.03
C 0.8336 0.2782 -1.1159 -1.60 1.43 -0.38
N -3.9018 0.4091 -0.8798 -0.52 0.03 0.05
H -1.8270 0.2758 -1.4865 1.58 -0.07 -0.46
H 1.6122 -1.5376 0.8035 1.51 -1.29 -0.34
H -0.0572 -1.7003 1.4944 0.22 -0.04 0.09
H 1.8091 0.6171 2.2931 -0.47 0.07 -0.36
H 1.5414 1.1845 -1.1187 -0.27 -2.10 -0.24
H 0.0183 0.6688 -1.8417 1.08 -0.74 1.28
H 1.0451 -0.7707 -1.3899 1.05 1.07 -0.75
```
Forces are in eV/Å.

Properties
Highest occupied orbital energy ... -8.84 eV
2S+1 ... 1
Kohn-Sham gap ... 9.47 eV
Charge ... 0
Relative energy (zero: lowest compared OMol25 entry of this formula, charge and spin) ... 581.0 kJ/mol
DFT total energy ... -7819.62538 eV